(1)
95
Properties=species:S:1:pos:R:3:forces:R:3 method="wB97M-V/def2-TZVPD" gap_ev=5.17 relative_energy_kj_mol=9.07 largest_force_ev_per_a=1.958 total_charge=+1
N 4.120724 1.896209 -1.983257 -0.35 -0.73 -1.78
C -0.132029 0.796437 4.258012 0.09 0.05 -0.34
H 0.305590 2.359917 6.483435 -0.19 0.00 0.28
C -1.790539 -1.356925 3.607687 -0.01 0.26 0.10
H 5.049363 0.507619 -4.786684 -0.03 0.19 -0.04
H -0.163761 2.862922 8.703700 -0.31 -0.05 0.14
H -1.384580 2.717388 6.127528 0.18 -0.24 0.28
C 4.439586 3.790516 1.760938 0.03 -0.18 -0.33
H -1.921182 2.874191 8.369628 0.28 -0.04 0.19
C 2.209595 0.143432 -4.388244 -0.67 -0.40 -0.34
H 3.639935 4.602682 3.608348 0.01 -0.03 -0.15
H -5.373878 -1.288662 0.315975 0.39 -0.12 -0.01
C -1.740888 -0.935386 4.919000 -0.11 -0.09 -0.33
H 3.190621 2.150213 2.453667 0.17 0.21 -0.22
C -6.205351 -2.604415 -2.256311 0.18 0.50 -0.11
C 4.221915 2.580383 -0.753785 0.04 0.54 0.78
H 3.451579 -0.078721 -0.124948 -0.20 0.20 -0.13
H -6.830039 -5.761106 -2.955901 -0.14 0.18 0.20
H 5.141629 5.354585 3.081685 -0.04 -0.11 -0.07
H -5.578031 -2.211351 -3.080186 -0.23 -0.10 0.27
C -4.260133 -2.831880 -0.727354 -0.01 0.11 -0.07
H 6.247996 3.947863 -2.345400 -0.33 0.34 0.11
C -3.290208 -1.275632 0.876136 -0.01 -0.30 -0.14
H -4.731985 -5.278177 -1.982865 -0.39 -0.09 0.02
H -0.240094 0.608573 9.421958 -0.30 0.14 0.04
C 4.918316 3.792747 -0.637740 -0.38 -0.35 0.33
C 0.223671 -1.009952 -6.010182 0.24 0.26 0.20
H -2.526546 -2.099649 3.306049 0.33 -0.06 0.15
C -0.943152 0.188765 5.261982 0.00 0.22 0.52
H 2.249790 0.472574 1.037831 0.24 0.04 0.20
H 0.101566 2.705334 -4.418231 -0.01 -0.15 0.06
H -0.128908 1.784074 -2.933266 0.19 0.00 -0.05
H -2.867058 -4.206169 -1.653314 0.06 0.38 0.15
C 0.587162 1.994858 -3.737018 -0.20 1.09 0.04
H -3.413370 -0.524844 1.656805 0.00 -0.06 -0.35
H 6.139016 2.011042 -2.817881 -0.04 -0.16 -0.04
H 0.142344 -1.513805 0.847451 -0.10 0.26 -0.10
H 2.048562 0.895179 -0.702780 0.77 -0.33 1.05
C 0.944632 0.752703 -4.469929 0.08 -0.54 -0.59
H -5.604667 -5.275702 -0.436568 0.01 0.28 -0.42
C 4.588854 0.919264 -3.908327 -0.74 0.04 -0.59
H 0.428829 1.706047 4.491119 -0.14 -0.49 -0.11
N -0.968730 0.698054 6.525356 -0.02 -0.78 -1.11
C 2.942574 1.324098 -2.387426 0.28 0.36 -0.98
N 3.215143 0.761210 -3.604182 1.40 0.41 1.27
C -4.380851 -1.715548 0.151687 0.09 -0.07 0.05
H 3.652441 -2.845073 -5.182500 0.02 0.24 0.15
H 5.627539 5.287623 0.745027 -0.26 -0.26 -0.04
C -0.831070 -1.381192 1.319248 -0.71 0.06 0.36
C 2.788096 0.761383 0.131152 -1.26 -0.78 0.46
C -1.981596 -1.799297 0.617498 -0.24 -0.09 -0.28
H -2.009561 0.838202 9.550759 0.29 0.03 0.03
C 5.427718 4.496064 -1.855956 0.52 0.52 -0.30
C 2.454851 -1.090669 -5.017512 -0.51 0.35 0.09
N -5.371211 -3.375362 -1.343521 0.14 0.06 0.76
H 3.836016 -2.009352 -3.627096 0.00 0.22 -0.44
H -0.999525 0.667003 -5.382773 0.31 -0.19 0.00
H -0.500074 -2.555055 -7.332978 0.03 0.07 0.05
H -1.015536 -0.937331 -7.791898 0.14 0.01 0.12
C 4.601539 4.405799 3.124257 0.04 0.11 0.29
C 3.705095 -1.852589 -4.713634 0.53 -0.62 -0.23
C -1.856219 -2.771970 -0.410524 -0.15 -0.24 0.23
C -0.992649 2.302391 8.265765 -0.23 0.08 -0.29
C -1.149031 0.894142 8.879994 0.25 -0.19 -0.14
H -0.859569 -3.104584 -0.684278 -0.09 -0.05 -0.01
H 4.610953 -1.368972 -5.110263 -0.32 -0.30 0.22
C 5.046571 4.366986 0.636012 -0.28 -0.37 0.03
H -1.775162 -1.738683 -6.436390 0.10 0.04 0.08
C -1.331904 -0.080740 7.702160 -0.53 -0.36 0.02
H 4.627943 4.668238 -2.599146 0.32 -0.23 0.29
C -0.027140 0.170190 -5.296837 0.40 -0.36 0.00
C -2.966265 -3.358943 -0.972035 0.01 -0.14 0.05
C 3.553683 2.011958 0.339104 0.68 0.53 0.44
H -6.633141 -1.730377 -1.737573 -0.05 -0.33 -0.24
C -0.813208 -1.587896 -6.934454 -0.21 -0.13 -0.17
H -2.389957 -1.380131 5.678867 0.28 0.12 -0.41
H -0.692484 -0.982051 7.797520 -0.21 0.51 -0.13
H -2.370737 -0.455589 7.616654 0.32 0.30 0.16
H -7.673010 -5.269941 -1.461346 0.06 -0.05 -0.33
H 1.665563 -2.583666 -6.357035 -0.06 0.27 0.18
H 5.827290 5.480947 -1.573831 -0.12 -0.28 -0.10
H 0.680511 0.620092 2.284188 -0.12 -0.04 0.17
C -6.912582 -4.979193 -2.194469 0.12 0.01 0.42
H 1.453097 2.485273 -3.272525 -0.59 -0.16 -0.29
H -7.212813 -3.621189 -3.887047 -0.17 0.06 0.28
C 1.464827 -1.639145 -5.844302 -0.04 0.37 0.24
C -5.579337 -4.816894 -1.443287 0.79 -0.22 -0.28
C 5.128814 1.663372 -2.941433 0.03 0.01 0.87
C -0.880681 -0.847091 2.629403 0.06 0.05 0.22
H -8.245476 -3.268683 -2.468656 0.09 -0.18 -0.28
C -0.726681 2.099916 6.767125 0.53 0.52 -0.12
C -7.254103 -3.597867 -2.792502 0.06 0.23 0.08
H 5.153501 3.748346 3.804678 0.00 0.01 -0.15
C -0.011470 0.211187 3.016746 -0.19 0.06 0.44
C 3.683129 2.619452 1.595446 0.08 0.17 -0.51


(2)
101
Properties=species:S:1:pos:R:3:forces:R:3 method="wB97M-V/def2-TZVPD" gap_ev="7.95 / 8.16" spin_multiplicity=3 s_squared=2.019 largest_force_ev_per_a=3.148 total_charge=+2
C 2.855137 -2.340186 1.896100 -0.02 0.13 -0.01
C -0.868691 4.527005 0.937349 -0.02 -0.07 -0.02
H 1.059086 0.076335 5.275870 -0.01 0.03 0.04
C -2.739647 -2.428108 -4.083813 -0.08 -0.02 -0.06
H -4.845185 7.661620 -1.592625 0.03 0.00 0.00
C 0.295345 -5.467537 0.647856 0.00 -0.03 0.03
H -2.956717 -4.685765 1.139997 0.00 0.03 -0.01
C 1.831629 -2.388997 -2.113429 0.16 -0.02 0.09
C 2.804473 -4.027922 -3.601895 -0.01 -0.04 -0.08
H -2.775306 -1.775528 -6.125691 0.01 -0.03 -0.01
C -3.025157 6.261229 0.875625 0.29 0.01 -0.03
C 3.075366 -1.753876 -2.033099 -0.21 0.02 0.06
S -1.320520 6.141037 1.412654 -0.16 -0.03 -0.04
H -1.926654 1.379612 0.289913 -0.01 0.04 0.00
H 2.584195 -1.633039 4.630970 0.02 0.02 0.02
C 1.711530 -3.523942 -2.923053 0.02 0.14 0.13
C -1.533616 -3.458640 0.110881 0.03 0.09 -0.02
H 2.620728 1.716248 -2.261626 -0.03 -0.02 0.00
H -0.462162 -1.780345 4.820764 0.03 -0.01 0.01
N -0.050964 2.377034 -3.947808 0.03 0.00 0.04
H -1.691328 -0.736192 1.364744 -0.11 -0.01 0.02
H 0.748371 -4.008556 -3.016471 0.01 -0.06 -0.04
C 0.697031 -4.340245 -0.052273 -0.06 0.06 -0.04
H -0.514628 -0.760417 -6.006746 -0.02 0.01 0.01
H -1.861133 -0.334300 3.086913 -0.03 0.02 -0.05
H 3.359855 -0.263001 2.001253 0.00 -0.03 -0.01
H 1.222786 5.048262 0.954718 0.08 -0.06 -0.03
H 0.891962 -2.736707 4.212960 -0.03 -0.04 0.02
V 0.726009 0.277533 -0.183157 -2.59 -1.18 -0.63
C -1.021088 -5.603091 1.062651 0.05 0.01 0.03
P 1.007368 -0.309770 2.241695 0.01 -0.49 0.99
H -0.654483 0.295599 4.901818 0.01 0.01 0.01
H 4.214738 -1.441191 4.008823 0.01 0.01 0.02
C 2.722601 -0.961473 2.553097 -0.14 0.06 -0.06
O 4.290371 0.179234 -1.374872 -0.29 0.06 0.21
H 2.689644 -4.911252 -4.216130 0.01 -0.01 0.02
H -2.442311 1.132521 -3.669412 -0.02 -0.06 0.00
C 0.502069 4.253055 0.818933 -0.10 0.12 0.07
C -4.080412 5.728409 1.599277 -0.06 0.02 0.07
H -3.700411 -2.922056 -4.145133 0.00 0.01 0.03
N 0.497035 1.282788 -2.144958 0.20 -0.29 0.16
H -0.761122 -3.269114 3.937749 0.01 -0.01 0.02
C -0.782235 -1.844614 -2.802089 -0.05 0.05 0.02
H 2.401153 -3.115446 2.514694 -0.02 -0.01 -0.03
H 3.284422 -0.017789 4.445257 -0.01 -0.04 0.04
C 1.640720 1.839199 -2.693149 0.07 0.08 -0.29
C 3.213500 -1.007051 4.000844 -0.01 0.01 -0.06
H -0.609673 2.770300 -4.687558 -0.07 -0.03 0.01
C -1.602555 -1.129812 2.385449 0.18 -0.04 0.07
C -1.932540 -4.589539 0.803532 -0.06 -0.01 0.03
C -3.271705 6.976843 -0.285990 -0.12 -0.04 -0.04
H -2.827251 3.620991 0.736599 -0.03 -0.01 0.03
N 0.058296 1.959046 0.359766 -0.97 2.88 0.82
H 1.968754 2.752589 0.380086 0.00 0.05 0.04
C 4.038053 -3.394555 -3.510445 0.04 -0.02 0.00
C -1.958668 1.344159 -2.716510 0.04 0.06 -0.04
H 4.896002 -3.788048 -4.038208 -0.02 0.00 -0.03
C 4.166518 -2.254149 -2.743505 -0.02 0.07 0.12
C -0.514685 1.638098 -2.920789 -0.03 0.04 0.02
H -0.164639 1.637241 2.960319 0.05 0.03 -0.04
H -2.463164 7.423346 -0.847953 -0.01 0.01 -0.01
H 1.729410 -4.255077 -0.358259 0.02 -0.02 -0.07
H 3.909881 -2.586184 1.768361 0.00 -0.02 0.03
O 2.330717 -0.197882 -0.412705 3.11 -0.06 0.20
P 0.274494 -1.846553 -1.294701 -0.22 -1.23 -0.92
C -4.594518 7.107153 -0.695823 0.14 -0.04 0.08
H -2.333330 -1.929157 2.508659 -0.04 0.01 -0.06
C 0.917130 2.981818 0.515691 0.00 0.12 0.02
N -5.608841 6.572898 -0.029479 -0.29 0.04 -0.13
H -1.333146 -6.491741 1.594743 -0.01 0.00 0.00
H 2.557926 1.947557 2.517335 0.03 0.08 0.00
H 0.752360 -0.816365 -3.909524 0.00 0.06 -0.05
C -5.362646 5.907307 1.090577 0.16 -0.01 0.06
H 1.909579 3.057925 -4.530877 -0.02 0.02 0.01
C -2.027907 -2.459382 -2.890960 0.04 0.06 0.03
C 0.330139 0.753442 4.834232 -0.03 0.04 -0.04
C 3.303612 -0.497936 -1.255355 0.95 -0.48 -0.93
H -3.923866 5.212029 2.537224 0.02 -0.01 -0.01
C 1.309233 2.516008 -3.821805 0.09 -0.07 0.09
H 0.041812 -2.400426 1.876574 -0.03 -0.03 -0.01
H -6.225958 5.507521 1.610066 0.03 -0.01 0.03
C -0.222154 -3.333379 -0.353669 0.02 0.08 0.06
H -2.082288 0.471473 -2.078879 -0.01 -0.03 -0.01
H -2.444791 -2.999265 -2.055137 -0.02 0.02 -0.03
C -0.190843 -1.664675 2.647919 0.02 0.24 0.06
H 1.587994 3.119773 3.418756 -0.01 0.00 0.01
H 2.521685 1.908535 4.271749 0.05 0.01 -0.04
C -0.958098 -1.212182 -5.128064 0.07 0.04 -0.04
H 1.014907 -6.247131 0.860102 0.00 0.01 0.01
H 5.106661 -1.725163 -2.667133 0.01 -0.03 -0.03
H -2.467978 2.196839 -2.261857 0.01 -0.01 0.00
C -0.114933 -2.390379 3.991331 0.02 0.00 -0.05
C 0.699413 1.126307 3.396556 0.09 -0.22 -0.11
C -1.758685 3.471349 0.699741 0.03 0.04 0.02
C 1.911127 2.079938 3.387063 -0.04 -0.06 -0.02
C -1.255434 2.220953 0.437050 -0.09 0.02 0.10
C -2.216716 -1.796129 -5.199515 0.00 0.02 0.03
H -2.251024 -2.665399 -0.059123 -0.02 -0.01 0.03
H 0.309126 1.662532 5.437896 0.00 0.00 0.01
H 2.385367 -2.367925 0.912762 0.03 -0.06 -0.02
C -0.245512 -1.236104 -3.942293 -0.05 -0.01 0.10